The following is a DFT calculation (the ωB97M-V functional and the def2-TZVPD basis) of a structure of composition C21H16N7O2PtS.

Element x y z (Å)
Pt1 0.9675 -0.2183 0.2788
O1 -0.1222 3.2056 -1.5578
S1 -0.2928 2.2328 -0.5276
O2 0.6595 2.2059 0.5820
N1 -0.2133 0.6985 -1.0890
C1 -0.1945 0.2245 -2.3830
C2 -0.6768 0.8532 -3.5140
C3 -0.6303 0.1976 -4.7555
C4 -0.1221 -1.0657 -4.8899
C5 0.4063 -1.7301 -3.7634
C6 0.9851 -3.0162 -3.8034
C7 1.5047 -3.5699 -2.6635
C8 1.4688 -2.8362 -1.4703
N2 0.9367 -1.6355 -1.4020
C9 0.3878 -1.0693 -2.5149
C10 -1.9100 2.3688 0.1811
C11 -2.9951 1.8130 -0.4777
C12 -4.2597 1.9768 0.0644
C13 -4.4206 2.6915 1.2444
C14 -3.3244 3.2456 1.8918
C15 -2.0542 3.0841 1.3600
H1 -1.0757 1.8542 -3.4390
H2 -1.0142 0.7101 -5.6277
H3 -0.1014 -1.5650 -5.8497
H4 1.0128 -3.5534 -4.7432
H5 1.9508 -4.5539 -2.6672
H6 1.8814 -3.2371 -0.5536
H7 -2.8475 1.2617 -1.3988
H8 -5.1199 1.5557 -0.4381
H9 -5.4108 2.8198 1.6616
H10 -3.4586 3.8108 2.8040
H11 -1.1787 3.5010 1.8403
N3 -0.8852 -1.7827 4.0542
C16 -1.1020 -1.6581 2.7370
N4 0.0041 -1.2383 2.1716
C17 0.8792 -1.1080 3.2105
N5 0.3646 -1.4335 4.3720
C18 2.2364 -0.6412 2.9690
C19 3.1823 -0.5180 3.9827
N6 4.4070 -0.0824 3.7403
C20 4.7088 0.2266 2.4846
C21 3.7868 0.1009 1.4572
N7 2.5469 -0.3212 1.6996
H12 -1.5192 -2.0835 4.7760
H13 -2.0296 -1.8701 2.2315
H14 2.9254 -0.7790 5.0018
H15 5.7138 0.5803 2.2967
H16 4.0421 0.3475 0.4362

As for the HOMO energy (alpha / beta): -10.59 / -10.61 eV. The value obtained for the lowest unoccupied orbital energy (alpha / beta) is -3.89 / -3.89 eV. The calculation puts the largest force on an atom at 2.44 eV/Å. As for the net charge: +1.

The following is a DFT calculation (the ωB97M-V functional and the def2-TZVPD basis) of a structure of composition C21H17As2Cl3CuF44O4Pt.

Element x y z (Å)
Pt1 0.0658 -6.7153 -1.7058
Cu1 -0.6700 -3.2113 7.4238
As1 -0.2024 -9.4394 4.4528
F1 0.1863 -7.7906 5.1267
F2 1.5077 -9.9777 4.5806
F3 -0.6137 -11.0506 3.7382
F4 -1.9251 -8.8606 4.1678
F5 0.1582 -8.7651 2.8016
F6 -0.7692 -10.1750 6.0411
As2 2.4114 -1.4243 1.6349
F7 1.4026 -1.8313 3.0632
F8 3.6899 -2.4669 2.2724
F9 3.3546 -1.1118 0.2104
F10 1.0267 -0.4925 0.9842
F11 3.0433 0.0377 2.4459
F12 1.7617 -2.9277 0.7391
C1 -4.9602 3.6082 5.7985
C2 -5.4419 3.5886 4.3555
C3 -5.1908 4.9549 3.6190
F13 -6.0194 5.1314 2.5885
F14 -5.2053 6.0086 4.4101
F15 -4.9132 2.5608 3.7084
F16 -6.7299 3.2883 4.4339
O1 -3.6182 4.0747 5.9864
C4 -2.7772 3.4787 7.0223
C5 -1.5542 4.4601 7.0914
F17 -0.8367 4.0499 8.1591
F18 -0.7234 4.4890 6.0397
F19 -3.4691 3.3979 8.1413
F20 -2.4131 2.2574 6.6617
H1 -5.0799 2.5990 6.1928
H2 -5.5734 4.2043 6.4743
H3 -4.2177 4.9412 3.1282
H4 -1.8415 5.4675 7.3924
C6 -8.3481 0.9223 -2.6457
C7 -7.0323 0.6766 -3.4975
C8 -5.6923 0.6000 -2.7382
F21 -4.6604 0.3754 -3.5941
F22 -5.3015 1.6089 -1.9919
F23 -7.1224 -0.4456 -4.2366
F24 -7.0250 1.6512 -4.4288
O2 -8.4324 0.0938 -1.4619
C9 -9.6006 -0.7716 -1.2766
C10 -9.5423 -1.5247 0.1038
F25 -10.7527 -2.0619 0.3849
F26 -8.6042 -2.4809 0.1991
F27 -10.6414 0.0697 -1.1965
F28 -9.7518 -1.5513 -2.3227
H5 -9.2417 0.9433 -3.2696
H6 -8.2915 1.9429 -2.2673
H7 -5.7195 -0.1829 -1.9803
H8 -9.4218 -0.7528 0.8638
C11 4.8144 -6.5154 -4.4750
C12 5.5985 -6.4949 -3.1462
C13 6.8346 -7.3798 -3.0737
F29 6.5839 -8.6741 -3.0949
F30 7.6607 -7.0989 -4.0525
F31 5.9005 -5.2890 -2.8183
F32 4.7393 -6.9137 -2.2096
O3 3.5751 -5.7550 -4.3288
C14 3.0717 -4.9796 -5.3910
C15 3.9042 -3.6593 -5.5991
F33 5.2003 -3.9321 -5.7708
F34 3.5256 -2.8742 -6.6053
F35 3.2165 -5.7216 -6.4631
F36 1.8425 -4.7410 -5.0454
H9 4.5397 -7.5383 -4.7325
H10 5.4625 -6.1379 -5.2660
H11 7.4432 -7.2138 -2.1847
H12 3.8728 -3.0407 -4.7022
C16 3.8113 5.1177 -4.2708
C17 5.3704 5.3637 -4.4706
C18 6.2593 4.2946 -3.7485
F37 5.9408 3.0417 -3.8649
F38 7.5594 4.4244 -4.0239
F39 5.7088 5.3691 -5.7860
F40 5.6892 6.6203 -4.0830
O4 3.4111 4.8911 -2.9140
C19 2.7065 6.0081 -2.3673
C20 2.3740 5.7829 -0.9040
F41 3.3642 5.8142 -0.0084
F42 1.4245 6.5646 -0.3870
F43 3.4804 7.0983 -2.5439
F44 1.5925 6.1559 -3.0978
H13 3.6400 4.1541 -4.7506
H14 3.2147 5.8005 -4.8757
H15 6.1824 4.5274 -2.6864
H16 1.9378 4.7844 -0.8763
C21 7.8561 4.5133 4.1105
Cl1 8.5515 2.9664 4.1122
Cl2 8.6530 5.6100 2.9331
Cl3 8.0133 5.1974 5.7241
H17 6.7912 4.3889 3.9142

As for the HOMO energy (alpha / beta): -12.13 / -12.13 eV. Its expectation value of S² is 2.032. The value obtained for the lowest unoccupied orbital energy (alpha / beta) is -6.82 / -11.23 eV. The calculation puts the largest force on an atom at 4.66 eV/Å. As for the net charge: +1. Its multiplicity is 3.

The following is a DFT calculation (the ωB97M-V functional and the def2-TZVPD basis) of a structure of composition C21H17Cl17F5IO4S.

Element x y z (Å)
C1 -0.6657 1.3773 2.4878
C2 -1.4005 0.3166 1.9773
C3 -0.8530 -0.8331 1.0433
C4 0.0071 -1.9502 1.7894
C5 1.1393 -1.4480 2.7449
F1 2.1303 -2.4587 2.8946
F2 1.8484 -0.3396 2.3010
C6 0.6981 -1.1403 4.2180
C7 -0.6482 -1.2125 4.7626
C8 -0.9341 -0.9179 6.1572
C9 0.1712 -0.5485 7.1387
C10 1.5350 -0.5096 6.5608
C11 2.6735 -0.1638 7.5791
F3 3.8857 -0.3855 6.9798
F4 2.5143 1.1147 8.0370
F5 2.5818 -1.0456 8.6510
C12 1.8076 -0.7793 5.1393
C13 0.4703 -3.1309 0.8056
I1 -1.2589 -4.1884 -0.0453
S1 1.2985 -2.3287 -0.6116
O1 2.5723 -1.7071 -0.2925
O2 1.5553 -3.3751 -1.6065
O3 0.1587 -1.3286 -1.2555
C14 -0.3108 -0.3167 -0.3462
Cl1 0.9206 1.0154 -0.3092
C15 -1.5851 0.3111 -1.0861
C16 -1.1898 1.0015 -2.4754
C17 -1.3633 2.5729 -2.3411
O4 -0.3342 3.3104 -3.0351
H1 -1.0264 2.4158 2.2302
H2 0.2239 1.3180 3.1575
H3 -2.4799 0.2814 2.3056
H4 -1.7979 -1.3958 0.7642
H5 -0.7376 -2.4738 2.4628
H6 -1.4814 -1.4899 4.0718
H7 -1.9892 -0.9651 6.5274
H8 -0.0211 -0.3175 8.2156
H9 2.8591 -0.7196 4.7574
H10 1.0594 -3.9272 1.3113
H11 -2.3035 -0.5432 -1.2444
H12 -2.0765 1.1081 -0.4749
H13 -0.1763 0.6994 -2.8334
H14 -1.9675 0.6735 -3.2260
H15 -1.3400 2.9259 -1.2667
H16 -2.3996 2.8338 -2.7174
H17 -0.0046 3.9616 -2.3914
C18 -0.8071 3.1337 -6.9341
Cl2 0.3766 2.0284 -6.2150
Cl3 -1.1220 2.6560 -8.6148
Cl4 -2.3186 3.0646 -6.0086
Cl5 -0.1678 4.7881 -6.8981
C19 1.0159 -1.8745 -8.3724
Cl6 0.3153 -0.2520 -8.2343
Cl7 2.7489 -1.7415 -8.7224
Cl8 0.7868 -2.7479 -6.8469
Cl9 0.2140 -2.7578 -9.6857
C20 0.4729 6.0782 -10.8344
Cl10 1.3901 4.6975 -10.2037
Cl11 1.1593 7.5836 -10.1969
Cl12 0.5660 6.0889 -12.6048
Cl13 -1.2237 5.9456 -10.3328
C21 -1.0347 -4.3999 8.2400
Cl14 -2.7434 -4.6588 8.6463
Cl15 -0.0281 -4.7755 9.6516
Cl16 -0.5808 -5.4568 6.8918
Cl17 -0.7851 -2.6973 7.7628

The energy relative to the best compared isomer or geometry (same formula, charge and spin) is 284.0 kJ/mol. As for the HOMO energy: -9.00 eV. The value obtained for the lowest unoccupied orbital energy is -0.64 eV. The calculation puts the largest force on an atom at 5.79 eV/Å.

The following is a DFT calculation (the ωB97M-V functional and the def2-TZVPD basis) of the molecule C21H17Cl2N5OS.

Element x y z (Å)
C1 0.0683 -1.4215 -3.0885
C2 0.7358 -1.8226 -1.7772
N1 0.6834 -0.7443 -0.8237
C3 1.6708 0.1572 -0.5746
S1 3.2412 0.0652 -1.3074
C4 4.1097 1.3255 -0.2841
C5 5.2495 0.7027 0.4451
C6 6.5658 0.8270 -0.0022
Cl1 6.9151 1.7345 -1.4308
C7 7.6261 0.2394 0.6684
C8 7.3840 -0.5026 1.8098
C9 6.0915 -0.6577 2.2757
C10 5.0410 -0.0630 1.5954
Cl2 3.4356 -0.2864 2.1960
N2 1.2645 1.0771 0.2664
N3 -0.0013 0.8054 0.5733
C11 -0.3644 -0.2783 -0.0721
C12 -1.6955 -0.8479 0.0626
N4 -2.6464 0.0333 0.1060
N5 -3.9008 -0.3216 0.3247
C13 -4.8303 0.7424 0.3553
C14 -6.1670 0.5474 0.0270
C15 -7.0438 1.6168 0.0751
C16 -6.5957 2.8758 0.4371
C17 -5.2583 3.0696 0.7446
C18 -4.3733 2.0096 0.7055
C19 -4.2412 -1.6149 0.5537
C20 -3.3083 -2.5935 0.5146
C21 -1.9179 -2.2919 0.2482
O1 -1.0303 -3.1371 0.2123
H1 -0.9777 -1.1696 -2.9225
H2 0.5696 -0.5588 -3.5230
H3 0.1206 -2.2471 -3.7922
H4 0.2425 -2.6925 -1.3369
H5 1.7908 -2.0552 -1.9458
H6 3.3438 1.7115 0.3882
H7 4.4500 2.1013 -0.9665
H8 8.6291 0.3629 0.2920
H9 8.2053 -0.9642 2.3351
H10 5.8891 -1.2386 3.1610
H11 -6.5258 -0.4210 -0.2872
H12 -8.0814 1.4636 -0.1806
H13 -7.2863 3.7043 0.4722
H14 -4.9025 4.0504 1.0201
H15 -3.3282 2.1390 0.9384
H16 -5.2741 -1.8121 0.7955
H17 -3.5727 -3.6194 0.7159

The energy relative to the best compared isomer or geometry (same formula, charge and spin) is 5.8 kJ/mol. As for the HOMO energy: -8.04 eV. The value obtained for the lowest unoccupied orbital energy is 0.06 eV. The calculation puts the largest force on an atom at 1.29 eV/Å.

The following is a DFT calculation (the ωB97M-V functional and the def2-TZVPD basis) of a structure of composition C21H17Cl4I2N4O4Ru.

Element x y z (Å)
Ru1 -0.6020 -0.9157 0.1895
I1 -1.8870 2.1320 -7.2541
C1 -1.8353 1.2316 -5.3640
C2 -2.3944 -0.0233 -5.1819
C3 -2.3567 -0.5864 -3.9228
I2 -3.1987 -2.4747 -3.6319
C4 -1.7574 0.0277 -2.7768
O1 -1.7650 -0.5638 -1.6558
C5 -1.2189 1.3369 -3.0280
C6 -0.6144 2.1164 -1.8899
N1 -1.3975 1.9304 -0.6988
C7 -1.1087 2.6719 0.4804
C8 -1.0627 1.8350 1.7475
C9 -0.8422 2.5039 2.9217
C10 -0.7930 1.8450 4.1728
C11 -1.1583 0.4792 4.1230
C12 -1.3703 -0.1370 2.9276
N2 -1.2263 0.4660 1.6800
C13 -1.2679 1.9023 -4.2878
H1 -2.8534 -0.5559 -6.0034
H2 -0.5387 3.1758 -2.2028
H3 0.4042 1.7655 -1.6930
H4 -2.3687 1.7378 -0.8693
H5 -1.8383 3.4808 0.6453
H6 -0.1397 3.1661 0.3537
H7 -0.7063 3.5814 2.8586
H8 -0.6254 2.3735 5.1013
H9 -1.2772 -0.1108 5.0257
H10 -1.6171 -1.1884 2.8967
H11 -0.8599 2.8978 -4.4256
Cl1 4.7150 -5.0586 -0.8987
C14 3.4887 -4.0957 -0.1281
C15 3.4287 -4.0219 1.2505
Cl2 4.5740 -4.8863 2.2333
C16 2.4330 -3.2399 1.8553
Cl3 2.3289 -3.1159 3.5875
C17 1.4998 -2.5351 1.1041
O2 0.5670 -1.7856 1.6440
C18 1.5594 -2.6069 -0.3305
O3 0.6828 -1.9417 -1.0260
C19 2.5587 -3.3930 -0.9076
Cl4 2.6168 -3.4645 -2.6410
N3 1.8326 0.5836 2.3936
C20 1.8282 1.2177 1.1957
N4 2.3890 2.4954 1.1983
O4 1.3897 0.7448 0.1504
H12 1.6581 1.1667 3.2008
H13 1.3135 -0.3000 2.3816
H14 3.1349 2.6338 1.8606
H15 2.6045 2.8049 0.2641
C21 -1.8438 -2.1589 0.4220
H16 -2.7826 -2.1265 -0.1399
H17 -1.6993 -3.0176 1.0920

The energy relative to the best compared isomer or geometry (same formula, charge and spin) is 0.0 kJ/mol. As for the HOMO energy (alpha / beta): 0.60 / -1.67 eV. Its expectation value of S² is 0.779. The value obtained for the lowest unoccupied orbital energy (alpha / beta) is 3.58 / 3.58 eV. The calculation puts the largest force on an atom at 0.60 eV/Å. As for the net charge: -2. Its multiplicity is 2.

no.,M (u),E (Ha)
1,625.55,-1860.897451
2,1684.10,-13116.729470
3,1190.03,-10129.557977
4,458.37,-2478.021520
5,886.08,-3861.530518